{"formula": "C12H43N3O15S2", "method": "ωB97M-V/def2-TZVPD", "homo_lumo_gap_ev": 2.123, "lumo_energy_ev": 1.3, "charge": -2, "relative_energy_kj_mol": 1351.51, "largest_force_ev_per_a": 5.760, "species": ["S", "S", "O", "O", "O", "O", "O", "O", "O", "O", "O", "O", "O", "O", "O", "O", "O", "N", "N", "N", "C", "C", "C", "C", "C", "C", "C", "C", "C", "C", "C", "C", "H", "H", "H", "H", "H", "H", "H", "H", "H", "H", "H", "H", "H", "H", "H", "H", "H", "H", "H", "H", "H", "H", "H", "H", "H", "H", "H", "H", "H", "H", "H", "H", "H", "H", "H", "H", "H", "H", "H", "H", "H", "H", "H"], "positions_angstrom": [[-35.921, 9.192, 7.340], [-34.835, 1.139, 4.375], [-33.262, 16.279, 2.972], [-34.139, 1.146, 5.608], [-31.719, 7.306, 10.831], [-36.680, 7.941, 7.396], [-32.049, 6.021, 4.288], [-34.238, 2.142, 3.507], [-34.774, -0.170, 3.799], [-31.125, 1.630, 9.405], [-36.251, 1.548, 4.649], [-35.130, 9.318, 8.572], [-24.642, 11.893, 6.427], [-29.292, 5.203, 7.697], [-35.012, 9.111, 6.268], [-29.298, 10.204, -3.241], [-36.890, 10.283, 7.328], [-32.590, 9.468, -1.879], [-35.183, 13.277, 2.204], [-26.305, 10.011, 8.323], [-28.425, 11.182, -2.967], [-31.608, 9.639, -2.912], [-26.077, 11.707, 6.558], [-35.264, 15.054, 0.778], [-30.275, 9.847, -2.243], [-26.424, 11.458, 8.011], [-34.409, 14.329, 1.781], [-25.717, 12.330, 9.073], [-32.015, 10.985, -3.593], [-34.039, 15.084, 3.081], [-31.819, 16.089, 3.119], [-24.212, 11.952, 5.076], [-24.596, 11.080, 4.546], [-27.772, 11.302, -3.832], [-31.461, 8.781, -3.568], [-30.742, 2.480, 9.178], [-32.413, 9.696, -0.911], [-33.416, 10.039, -1.994], [-24.724, 12.498, 8.657], [-27.699, 10.949, -2.189], [-35.795, 13.765, 2.842], [-31.571, 15.977, 4.175], [-31.183, 11.560, -3.997], [-28.345, 5.445, 7.686], [-24.231, 12.930, 4.596], [-23.149, 11.767, 4.924], [-33.627, 14.394, 3.817], [-34.674, 15.793, 0.237], [-30.299, 10.599, -1.454], [-28.812, 12.194, -2.842], [-26.250, 13.254, 9.296], [-32.119, 6.485, 11.126], [-35.000, 15.417, 3.472], [-32.488, 5.293, 3.841], [-27.507, 11.578, 8.041], [-31.458, 5.772, 5.001], [-34.687, 12.745, 2.905], [-31.406, 15.241, 2.573], [-32.438, 7.843, 10.491], [-26.579, 12.620, 6.238], [-29.867, 8.986, -1.715], [-31.705, 1.356, 8.691], [-31.198, 7.031, 10.072], [-32.675, 6.655, 4.646], [-26.444, 10.869, 5.965], [-35.980, 15.665, 1.327], [-35.747, 14.489, -0.020], [-31.614, 1.800, 10.214], [-31.216, 16.905, 2.721], [-25.670, 11.884, 10.067], [-32.505, 11.661, -2.893], [-33.535, 13.852, 1.339], [-32.642, 10.851, -4.475], [-25.431, 9.704, 7.920], [-26.952, 9.289, 8.040]], "forces_ev_per_angstrom": [[-3.0, -1.6, 2.7], [-3.3, 1.3, -1.6], [1.7, -0.1, -0.3], [2.7, 0.1, 5.1], [0.6, 0.1, 0.6], [-0.7, -1.3, 0.2], [0.5, 0.9, -0.3], [1.2, 1.7, -1.7], [0.0, -2.5, -1.4], [1.0, -0.4, 0.4], [0.2, -0.3, 0.0], [1.6, 0.4, 2.6], [-0.3, -0.2, -0.5], [0.0, 0.1, 0.3], [3.1, 0.7, -4.5], [-1.9, -1.7, -0.4], [-0.2, 1.6, -0.7], [-1.9, -1.2, 1.0], [-2.2, -2.5, 2.1], [1.9, -0.1, 0.6], [2.3, 1.5, -0.3], [0.2, 2.5, 1.0], [1.1, 1.2, 0.2], [0.8, 2.1, -0.6], [1.8, 0.4, 0.1], [-1.8, -1.8, 0.5], [2.2, 0.7, -0.8], [-0.1, -0.2, -0.6], [0.7, -0.1, -1.2], [0.2, 1.3, -0.8], [-0.8, -0.2, 0.0], [0.9, -0.8, 0.0], [-0.8, 0.5, -0.6], [0.0, -0.2, -0.4], [-0.6, 0.1, -0.3], [1.0, 1.5, -0.9], [1.3, -0.4, 0.0], [-0.2, -0.3, -0.8], [0.1, 0.4, 0.6], [-0.2, 0.0, 0.7], [-1.5, -0.5, 0.1], [0.0, -0.1, 0.1], [0.4, -0.2, 0.1], [-0.7, -0.2, 0.0], [-1.3, 0.1, -0.1], [0.5, -0.2, 1.2], [0.3, -0.1, -0.1], [0.2, 0.3, 0.0], [-0.3, 0.6, -0.2], [-0.6, 0.1, 0.5], [0.1, 0.3, -0.7], [-0.7, -1.1, 0.8], [-0.1, 0.2, 0.2], [-0.7, -1.3, -0.2], [-0.1, 0.6, 0.2], [0.8, -0.8, 0.8], [0.4, -0.8, -0.1], [-0.5, -0.5, 0.0], [-1.5, 1.3, -0.7], [0.0, 0.2, -0.3], [-0.4, -0.6, -0.1], [-1.1, -0.5, -1.3], [1.3, -0.2, -1.5], [-1.2, 0.8, 0.3], [0.2, 0.0, -0.1], [-0.5, -0.2, 0.0], [0.0, -0.6, 0.6], [-1.0, -0.1, 1.1], [-0.7, 0.6, 0.0], [0.1, -0.6, -0.4], [-0.1, -0.3, 0.1], [0.5, 0.6, -0.4], [-0.4, -0.2, 0.2], [0.4, -0.2, 0.3], [-0.8, 0.8, -0.3]], "lowdin_charge": [0.03, 0.03, -0.19, -0.44, 0.30, -0.44, 0.39, -0.47, -0.43, 0.29, -0.43, -0.48, -0.20, -0.70, -0.45, -0.19, -0.42, 0.01, 0.02, 0.02, -0.19, -0.40, -0.19, -0.06, -0.19, -0.41, -0.51, -0.05, -0.05, -0.19, -0.09, -0.12, 0.09, 0.09, 0.14, 0.14, 0.08, 0.06, 0.06, 0.09, 0.08, 0.08, 0.06, -0.21, 0.08, 0.07, 0.13, 0.07, 0.12, 0.09, 0.07, 0.13, 0.12, 0.19, 0.13, 0.18, 0.09, 0.08, 0.16, 0.12, 0.13, 0.16, 0.15, 0.19, 0.12, 0.08, 0.08, 0.13, 0.07, 0.07, 0.08, 0.14, 0.07, 0.06, 0.07]}

***

{"formula": "CH3F2N2P", "method": "ωB97M-V/def2-TZVPD", "homo_lumo_gap_ev": 9.923, "lumo_energy_ev": 0.0, "relative_energy_kj_mol": 50.67, "largest_force_ev_per_a": 6.114, "species": ["P", "F", "F", "N", "N", "C", "H", "H", "H"], "positions_angstrom": [[0.440, 1.243, 0.276], [0.198, 1.968, 1.632], [-0.120, 2.533, -0.480], [1.980, 0.641, 0.221], [-1.808, -0.207, 0.445], [-0.736, -0.068, -0.175], [-2.432, -0.861, 0.092], [2.522, 1.171, 0.834], [-0.321, -0.425, -1.107]], "forces_ev_per_angstrom": [[4.4, -0.2, 1.0], [-0.5, -0.7, 0.8], [0.4, -1.0, -0.8], [-5.9, 0.3, -1.7], [1.0, 1.4, 1.2], [0.9, 1.8, -0.2], [-1.3, -1.8, -1.0], [1.4, 1.3, 1.1], [-0.5, -1.2, -0.4]], "lowdin_charge": [0.62, -0.14, -0.17, -0.16, 0.10, -0.29, 0.03, -0.07, 0.08]}

***

{"formula": "C4H7NO", "method": "ωB97M-V/def2-TZVPD", "homo_lumo_gap_ev": 9.971, "lumo_energy_ev": 1.0, "relative_energy_kj_mol": 208.52, "largest_force_ev_per_a": 0.427, "species": ["O", "N", "C", "C", "C", "C", "H", "H", "H", "H", "H", "H", "H"], "positions_angstrom": [[1.666, -1.972, 1.401], [-0.343, 1.095, -1.234], [0.668, -1.166, 0.963], [0.734, 0.144, 0.734], [-1.244, 0.558, -1.938], [-0.447, 0.914, 0.210], [-2.087, -0.011, -1.515], [1.672, 0.681, 0.875], [-1.383, 0.402, 0.491], [-0.470, 1.912, 0.663], [2.465, -1.440, 1.519], [-1.203, 0.647, -3.025], [-0.245, -1.737, 0.805]], "forces_ev_per_angstrom": [[0.2, 0.1, 0.0], [-0.3, -0.2, -0.2], [-0.3, 0.3, -0.1], [0.0, -0.2, 0.0], [0.2, 0.1, 0.0], [-0.1, 0.0, 0.2], [0.1, 0.1, 0.0], [-0.1, -0.1, 0.0], [0.1, 0.0, -0.1], [0.0, -0.1, -0.1], [-0.1, -0.1, 0.0], [0.0, 0.0, 0.1], [0.1, 0.1, 0.0]], "lowdin_charge": [0.01, -0.03, -0.21, -0.10, -0.07, -0.27, 0.07, 0.11, 0.10, 0.11, 0.10, 0.06, 0.12]}

***

{"formula": "C47H41BrCl2LuN4O4PS", "method": "ωB97M-V/def2-TZVPD", "homo_lumo_gap_ev": 5.612, "lumo_energy_ev": -0.9, "relative_energy_kj_mol": 243.98, "largest_force_ev_per_a": 3.234, "species": ["Lu", "Br", "Cl", "Cl", "S", "P", "O", "O", "O", "O", "N", "N", "N", "N", "C", "C", "C", "C", "C", "C", "C", "C", "C", "C", "C", "C", "C", "C", "C", "C", "C", "C", "C", "C", "C", "C", "C", "C", "C", "C", "C", "C", "C", "C", "C", "C", "C", "C", "C", "C", "C", "C", "C", "C", "C", "C", "C", "C", "C", "C", "C", "H", "H", "H", "H", "H", "H", "H", "H", "H", "H", "H", "H", "H", "H", "H", "H", "H", "H", "H", "H", "H", "H", "H", "H", "H", "H", "H", "H", "H", "H", "H", "H", "H", "H", "H", "H", "H", "H", "H", "H", "H"], "positions_angstrom": [[-1.495, 0.544, -1.108], [-3.503, 3.194, -5.974], [1.614, 1.141, -5.349], [-0.891, -3.487, -6.573], [2.950, -2.747, -1.350], [-0.809, 2.594, 1.010], [1.059, -3.427, 1.205], [-3.413, 1.121, -1.122], [-0.286, 0.775, -2.748], [-5.499, 1.074, -0.404], [4.381, -1.658, 0.605], [-6.633, 0.912, -4.559], [-1.428, -1.426, -2.020], [3.355, -3.633, 1.162], [3.583, -2.641, 0.178], [-1.813, -3.519, -3.810], [3.253, 3.517, 1.082], [-3.281, 6.320, 2.296], [1.143, 3.209, -0.716], [-0.811, -0.962, 2.988], [1.928, 3.382, 1.610], [-0.478, -2.221, -5.497], [-5.835, 1.579, -5.400], [-2.382, -3.555, -2.510], [-4.711, 2.242, -4.931], [-0.070, -0.367, 0.697], [-1.217, 1.686, 3.636], [-0.846, -1.405, -3.250], [-5.073, 1.303, -2.815], [-1.183, -0.678, 4.290], [-4.715, 1.137, -1.337], [-4.265, 2.098, -3.619], [2.101, -4.000, 1.524], [-0.751, 1.354, 2.353], [2.038, -5.179, 2.420], [4.891, -0.667, -0.302], [-3.191, 3.937, 1.777], [-0.143, -0.222, -3.645], [-1.916, 6.377, 2.010], [0.811, -5.476, 3.035], [-4.022, 2.699, 1.927], [1.795, -7.203, 4.422], [6.368, -2.086, -1.781], [-3.934, 5.115, 2.108], [-1.254, 5.266, 1.480], [3.511, 3.589, -0.280], [0.747, -6.357, 4.112], [-1.058, -2.415, -4.195], [-2.201, -2.467, -1.682], [6.340, -0.935, -0.747], [-1.863, 3.968, 1.502], [1.703, 3.666, 3.059], [2.982, -7.099, 3.642], [3.096, -6.080, 2.725], [-6.218, 0.750, -3.328], [-0.448, 0.003, 2.045], [-1.395, 0.708, 4.601], [2.435, 3.437, -1.197], [0.457, -0.068, -4.885], [0.944, 3.090, 0.683], [0.196, -1.096, -5.838], [-3.478, 1.814, 1.589], [-6.872, 0.119, -2.669], [4.564, -1.630, 1.573], [6.985, -2.931, -1.454], [-0.076, -4.892, 2.786], [6.895, -1.176, 0.136], [2.129, 4.629, 3.387], [5.368, -2.492, -2.095], [4.052, 3.753, 1.776], [-0.236, 5.410, 1.065], [6.756, -0.063, -1.218], [-6.206, 1.613, -6.413], [2.662, 3.548, -2.268], [2.115, 2.879, 3.675], [4.117, -5.901, 2.389], [-4.954, 2.737, 1.273], [4.152, -3.849, 1.713], [1.661, -7.985, 5.184], [-3.381, 2.545, -3.228], [-1.959, -4.407, -4.536], [3.863, -7.730, 3.708], [-3.794, 7.217, 2.774], [-4.247, 2.535, 2.990], [4.808, 0.366, 0.097], [-1.425, -1.431, 5.024], [-2.634, -2.425, -0.682], [0.101, -1.372, 0.441], [-1.675, 0.992, 5.599], [-0.204, -6.539, 4.633], [-4.975, 5.054, 2.393], [-1.387, 7.339, 2.113], [6.806, -1.748, -2.764], [0.590, 0.357, 0.127], [0.351, 3.047, -1.492], [4.513, 3.813, -0.620], [-1.512, 2.706, 3.940], [0.615, -1.015, -6.841], [-2.742, -4.565, -2.121], [0.659, 3.761, 3.239], [-0.826, -2.048, 2.690], [4.171, -0.743, -1.125]], "forces_ev_per_angstrom": [[1.3, 1.5, 2.6], [0.2, 0.5, -1.1], [-0.7, 0.0, 0.5], [0.4, -0.2, -1.3], [-0.3, -0.4, 0.5], [0.1, -1.9, -0.4], [1.7, -0.6, 0.0], [-1.3, 0.1, -0.6], [1.2, -0.3, -1.3], [-0.1, -0.1, -1.5], [0.0, -0.5, -0.6], [0.3, -0.4, -1.0], [-0.7, -1.6, -1.2], [0.2, 1.4, -1.3], [-0.5, -0.1, -0.6], [-1.0, -1.9, 0.6], [-0.9, 0.6, 0.1], [-0.4, 0.6, 0.9], [1.3, -0.5, -0.6], [0.0, -2.3, 0.8], [1.9, 0.2, -1.1], [-1.0, -0.2, 0.9], [-0.6, 0.4, 0.6], [0.8, -2.2, -1.3], [1.0, -0.4, 0.5], [-0.6, 2.1, -1.0], [-0.2, -0.1, 0.4], [-0.3, -0.3, -0.9], [0.8, 0.5, 1.5], [-0.5, 2.4, -0.7], [0.2, 0.1, 1.0], [-1.9, -1.1, -0.1], [-2.2, -0.2, 0.3], [-0.2, 0.9, 0.8], [-0.2, -1.9, 1.1], [0.1, 1.4, -0.4], [-2.9, 0.2, 1.0], [-0.3, 2.5, 1.3], [0.6, 0.3, -0.9], [0.2, 1.0, 0.5], [-0.4, -0.8, -1.1], [1.1, -0.6, -0.7], [0.2, -0.4, -1.5], [1.3, 0.2, 0.3], [0.1, 0.3, 0.5], [-1.3, -0.4, 0.0], [-0.8, -0.9, -0.3], [0.5, 0.3, -0.3], [0.7, 0.6, 0.4], [-1.6, -0.8, -0.9], [2.0, 2.3, -0.4], [0.3, 0.1, 0.0], [-0.9, 0.0, 0.7], [0.1, 1.6, -0.1], [-1.5, -1.0, 1.4], [-0.7, 0.5, -1.3], [0.5, -1.2, 0.0], [0.6, 0.4, 0.3], [-0.3, -1.5, 0.1], [-2.0, 0.8, -0.8], [0.7, -0.3, -0.3], [-0.1, 0.0, 0.0], [0.7, 0.8, -0.6], [0.3, 0.2, 1.0], [-0.1, 0.1, 0.0], [0.4, -0.1, 0.0], [0.7, -0.1, 0.5], [0.2, -0.4, -0.4], [0.9, 0.5, 0.8], [0.1, -0.1, 0.1], [-0.6, -0.3, 0.6], [0.1, 0.6, 0.1], [0.4, 0.3, -0.2], [-0.4, -0.2, 0.5], [0.0, -0.2, 0.3], [-0.3, -0.1, -0.6], [1.1, 0.0, 1.2], [0.3, -0.5, 0.6], [0.3, 0.5, -0.4], [0.4, 0.3, 0.0], [0.3, 1.7, 1.5], [-0.4, -0.2, 0.6], [0.6, -1.3, -0.9], [-0.2, 0.1, -0.3], [-0.1, -0.7, 0.2], [0.1, -0.2, -0.1], [0.1, -0.1, -0.2], [0.6, -1.2, 0.1], [-0.2, 0.1, 0.2], [0.4, 0.4, -0.3], [-0.1, -0.3, -0.2], [-0.2, -0.6, -0.1], [-0.2, -0.2, 1.0], [0.0, -0.8, 0.9], [0.6, 0.2, 1.1], [0.0, -0.1, -0.1], [0.4, -0.4, -0.5], [-0.2, 0.1, 0.3], [-0.1, 1.8, -0.6], [-0.9, -0.2, 0.4], [0.4, 1.2, 0.1], [0.5, 0.4, -0.2]], "lowdin_charge": [1.58, 0.78, 0.70, 0.73, 0.72, 1.07, 0.05, -0.29, -0.29, 0.08, 0.02, 0.07, -0.03, 0.10, -0.77, -0.01, -0.05, -0.10, -0.12, -0.08, -0.26, -0.61, -0.16, -0.03, -0.68, -0.22, -0.13, -0.15, -0.12, -0.07, -0.53, -0.08, -0.43, -0.34, -0.12, -0.23, -0.29, -0.33, -0.10, -0.01, -0.06, -0.07, -0.12, -0.04, -0.08, -0.08, -0.09, -0.19, -0.10, -0.21, -0.34, -0.04, -0.08, -0.05, -0.11, -0.35, -0.11, -0.07, -0.57, -0.33, -0.11, 0.05, 0.14, 0.14, 0.06, 0.12, 0.09, 0.10, 0.01, 0.11, 0.11, 0.09, 0.11, 0.11, 0.09, 0.10, 0.10, 0.13, 0.11, 0.10, 0.11, 0.10, 0.12, 0.09, 0.12, 0.09, 0.13, -0.01, 0.08, 0.11, 0.11, 0.10, 0.08, 0.03, 0.09, 0.10, 0.11, 0.11, 0.14, 0.04, 0.11, 0.05]}